Record 1
77
Properties=species:S:1:pos:R:3:mulliken_charge:R:1 method="wB97M-V/def2-TZVPD" charge=-1 homo_lumo_gap_ev=6.91 homo_ha=-0.1660 spin_multiplicity=1
Te -1.11 2.92 -3.08 0.263
S -0.22 3.19 1.21 1.576
S 1.11 -0.03 2.19 1.403
P -1.54 -0.04 -1.89 0.075
P 1.14 0.90 -2.11 -0.929
Mg -0.28 1.08 0.00 3.166
O 2.11 -1.02 2.49 -0.794
O -0.10 3.13 -0.27 -0.658
O -1.10 2.06 1.55 -0.766
O -0.56 4.46 1.77 -0.736
O 0.38 -0.40 0.93 -0.794
O 0.24 0.34 3.28 -0.692
N -2.03 2.67 -7.92 -0.681
C -0.51 -3.54 -3.79 -0.914
C 2.84 3.09 -2.31 -0.239
C -3.28 0.07 -2.45 0.388
C -2.23 1.75 -5.71 0.187
C 2.77 3.24 -5.07 -0.697
C -4.05 1.10 -1.90 -0.162
C 1.47 2.80 1.68 0.752
C 4.23 2.49 1.73 -0.655
C 2.02 1.50 1.79 -0.312
C -1.11 3.82 -6.02 -0.334
C 3.46 4.20 -4.35 -0.631
C 3.41 1.37 1.81 -0.355
C 2.08 -0.64 -2.47 0.721
C 2.92 -2.32 -3.99 -0.702
C -2.45 1.72 -7.08 -0.463
C -1.08 -1.79 -2.22 0.602
C 3.50 4.13 -2.96 -0.502
C -5.24 -0.70 -3.63 -0.793
C -1.54 2.82 -5.16 0.042
C -0.34 -3.95 -1.42 -0.715
C 3.68 3.76 1.69 -0.617
C -1.37 3.70 -7.38 -0.351
C -0.43 0.84 -3.08 -1.115
C 3.66 -2.89 -2.96 -0.512
C 2.81 -1.23 -1.44 -0.054
C -0.21 -4.39 -2.73 -0.653
C 3.60 -2.35 -1.68 -0.714
C -5.99 0.35 -3.10 -0.476
C 2.30 3.91 1.65 -0.949
C -0.92 -2.24 -3.53 -0.001
C -5.39 1.25 -2.24 -0.737
C 2.13 -1.20 -3.75 -0.128
C 2.11 2.21 -4.42 -0.073
C 2.14 2.13 -3.02 0.296
C -3.90 -0.83 -3.30 -0.233
C -0.78 -2.65 -1.17 -0.502
H -3.34 -1.66 -3.72 0.408
H -0.39 -3.88 -4.81 0.410
H 2.95 -2.75 -4.98 0.409
H -7.04 0.44 -3.35 0.376
H 3.82 0.38 1.92 0.541
H 3.95 5.02 -4.86 0.360
H 4.16 -2.80 -0.87 0.449
H 2.85 3.05 -1.22 0.051
H 0.14 -5.40 -2.93 0.372
H 2.74 -0.83 -0.44 0.166
H -5.97 2.06 -1.81 0.403
H 1.85 4.89 1.57 0.458
H -3.60 1.79 -1.21 0.314
H 4.02 4.89 -2.39 0.443
H -0.56 4.67 -5.65 0.350
H 2.73 3.29 -6.16 0.401
H -2.58 0.94 -5.08 0.239
H 4.32 4.63 1.67 0.400
H -1.08 -1.55 -4.35 0.456
H -2.99 0.89 -7.52 0.371
H -1.02 4.46 -8.07 0.350
H -5.71 -1.41 -4.31 0.409
H 1.53 -0.77 -4.54 0.233
H -0.86 -2.30 -0.15 0.295
H 5.31 2.36 1.72 0.392
H -0.09 -4.60 -0.60 0.428
H 1.53 1.49 -4.98 0.316
H 4.27 -3.76 -3.15 0.373


Record 2
73
Properties=species:S:1:pos:R:3:mulliken_charge:R:1 method="wB97M-V/def2-TZVPD" charge=+3 homo_lumo_gap_ev=6.79 homo_ha=-0.6215 spin_multiplicity=1
Pd 0.58 1.34 -0.11 0.542
S -0.25 -0.86 1.35 -0.042
P 0.90 -1.99 0.01 2.520
O -4.41 6.18 0.50 -0.553
O -3.18 7.81 -0.22 -0.517
N -3.37 6.67 0.10 0.942
N 1.13 3.29 0.17 0.034
N 2.50 0.69 0.52 -0.111
N -1.22 2.21 -0.34 -0.155
C 4.55 -0.54 1.00 -0.480
C 2.58 -1.85 0.57 -0.057
C -0.69 -6.20 -0.30 -0.574
C -2.39 1.61 -0.55 0.429
C 0.31 -3.64 -0.13 0.830
C 3.33 -3.01 0.77 -1.179
C 4.67 -2.94 1.10 -0.858
C -3.58 2.32 -0.61 -1.400
C 2.55 5.17 0.53 -1.217
C -0.34 -0.62 -2.07 0.024
C 5.28 -1.71 1.21 -0.820
C 1.48 6.03 0.51 -0.427
C -2.19 5.76 0.06 0.051
C -0.99 6.32 0.26 -1.013
C -0.56 -5.44 -1.45 -0.844
C -1.75 -1.79 1.65 0.977
C 3.21 -0.61 0.69 -0.219
C -1.97 -2.12 2.98 -0.547
C -4.01 -3.21 2.32 -0.518
C -3.59 3.68 -0.43 -0.568
C -3.78 -2.88 0.99 -1.086
C -0.06 -4.15 -1.37 -0.441
C 0.77 0.09 -4.08 -0.802
C -2.65 -2.15 0.65 -0.145
C -1.21 3.56 -0.13 -0.166
C -2.37 4.34 -0.16 0.630
C -0.39 -0.02 -3.33 -0.979
C 2.33 3.81 0.35 0.168
C 0.17 -4.41 1.04 -0.341
C 0.87 -1.10 -1.56 0.037
C 2.03 -1.01 -2.35 -0.910
C 1.97 -0.41 -3.59 -0.837
C -0.33 -5.69 0.94 -0.872
C -3.12 -2.83 3.31 -0.793
C 0.19 5.51 0.30 1.078
C 0.06 4.14 0.13 0.058
H 3.56 5.53 0.68 0.463
H -0.92 7.39 0.39 0.575
H 0.05 -3.56 -2.27 0.438
H -0.43 -6.30 1.83 0.483
H -2.38 0.54 -0.66 0.324
H 2.87 -0.35 -4.20 0.517
H -1.25 -0.79 -1.52 0.759
H -2.46 -1.92 -0.39 0.602
H 2.52 1.12 1.44 0.524
H -1.08 -7.21 -0.37 0.477
H -1.33 0.33 -3.72 0.534
H 0.73 0.54 -5.06 0.482
H 0.45 -4.00 2.00 0.518
H 5.05 0.42 1.09 0.530
H 6.34 -1.64 1.45 0.441
H 3.19 3.14 0.37 0.433
H 5.24 -3.85 1.25 0.487
H -4.51 4.24 -0.47 0.608
H 3.13 1.25 -0.06 0.481
H 2.85 -3.98 0.66 0.445
H -4.48 -3.18 0.23 0.493
H -4.90 -3.77 2.59 0.463
H -4.50 1.79 -0.80 0.522
H -3.30 -3.09 4.35 0.468
H -0.84 -5.85 -2.41 0.481
H -1.27 -1.83 3.75 0.533
H 2.97 -1.42 -1.99 0.553
H 1.62 7.10 0.65 0.518


Record 3
77
Properties=species:S:1:pos:R:3:mulliken_charge:R:1 method="wB97M-V/def2-TZVPD" charge=+1 homo_lumo_gap_ev=7.15 homo_ha=-0.3787 spin_multiplicity=1
Te 0.65 -2.34 -0.48 0.432
Zr 1.81 0.49 0.27 -0.385
S 4.31 -0.10 0.43 1.687
S 2.04 2.52 1.91 0.254
P -0.30 -0.37 1.55 0.686
P 0.03 0.92 -1.61 0.578
O 3.66 2.72 1.52 -0.221
O 1.46 2.48 0.51 -0.464
O 3.66 0.96 -0.40 -0.378
O 5.31 -0.85 -0.23 -0.596
O 2.06 1.06 2.27 -0.375
O 3.09 -0.94 0.81 -0.430
N -3.75 -2.98 -2.61 -0.600
C 0.93 -0.03 -2.92 0.810
C 0.48 -0.21 -4.22 -0.796
C 2.49 -1.44 -4.77 -0.781
C -2.60 -3.42 2.96 -0.673
C -0.99 2.72 4.07 -0.616
C -1.23 -2.95 -1.43 0.033
C 5.84 -0.04 2.66 -0.843
C -2.34 -3.34 -0.70 -0.174
C -0.70 1.50 3.50 -0.905
C -1.60 1.16 -2.38 0.532
C -4.04 1.67 -3.60 -0.741
C -1.77 -1.38 1.98 0.911
C -1.48 3.75 3.27 -0.660
C -4.12 -1.67 2.34 -0.872
C 5.98 1.80 4.19 -0.570
C -1.39 -2.67 -2.78 -0.119
C 4.55 1.97 2.27 0.310
C -3.96 0.77 -2.55 -0.900
C 2.18 -0.55 -2.58 -1.244
C -1.68 3.55 1.92 -0.770
C -2.90 2.34 -4.04 -0.642
C -3.89 -2.93 2.86 -0.507
C -3.58 -3.32 -1.34 -0.560
C 6.37 0.52 3.81 -0.707
C -0.27 -0.38 -0.32 -0.795
C 1.25 -0.92 -5.14 -0.476
C 4.93 0.67 1.89 0.600
C -2.75 0.53 -1.92 0.078
C -2.67 -2.70 -3.32 -0.614
C -1.54 -2.64 2.52 -0.166
C -1.68 2.09 -3.42 -0.501
C -3.06 -0.88 1.90 -0.238
C 5.08 2.52 3.43 -0.433
C -0.89 1.28 2.13 0.801
C -1.38 2.32 1.34 0.079
C 2.96 -1.24 -3.48 -1.199
H -5.13 -1.28 2.28 0.433
H -2.42 -4.41 3.36 0.424
H -0.52 -3.02 2.60 0.367
H -2.68 -0.17 -1.10 0.495
H -0.54 -2.45 -3.40 0.640
H -0.79 2.62 -3.74 0.541
H 6.14 -1.03 2.34 0.491
H -4.73 -3.53 3.21 0.440
H -2.96 3.05 -4.85 0.433
H 7.08 -0.03 4.40 0.431
H -0.47 0.19 -4.53 0.382
H -2.83 -2.47 -4.37 0.417
H -0.85 2.88 5.13 0.435
H 0.89 -1.06 -6.14 0.435
H 2.59 -0.37 -1.59 1.991
H -4.99 1.86 -4.08 0.430
H 3.92 -1.62 -3.18 0.537
H 6.39 2.24 5.09 0.416
H -1.71 4.71 3.71 0.401
H -2.26 -3.65 0.32 0.655
H -1.57 2.16 0.29 0.287
H -4.48 -3.58 -0.78 0.414
H -2.08 4.34 1.30 0.472
H -4.85 0.25 -2.21 0.470
H -3.24 0.11 1.51 0.393
H 4.78 3.52 3.71 0.524
H -0.32 0.69 4.11 0.393
H 3.08 -1.99 -5.49 0.412


Record 4
80
Properties=species:S:1:pos:R:3:mulliken_charge:R:1 method="wB97M-V/def2-TZVPD" charge=-2 homo_lumo_gap_ev=4.02 homo_ha=-0.0250 spin_multiplicity=1
As -0.83 1.66 0.44 0.726
S 1.22 -1.42 3.85 -0.332
S 0.19 1.99 4.05 -0.229
S -1.17 -3.03 -2.63 -0.194
S 0.30 0.13 -2.08 -0.294
Na 0.02 -1.01 0.70 0.686
O -1.94 -1.29 1.31 -0.180
O -3.24 -1.90 3.10 -0.507
N -0.05 -3.27 -1.42 -0.032
N 1.55 -3.46 0.73 -0.208
N -3.54 -2.88 1.15 -0.110
N 3.63 -0.97 6.49 -0.695
N 2.17 2.61 6.98 -0.662
N -3.15 -3.29 -0.13 -0.734
N 1.75 -3.65 -2.89 -0.132
C 1.74 -0.16 4.93 -0.005
C 1.27 3.36 -0.76 -0.102
C 1.23 -2.96 -6.47 -0.513
C 2.78 -0.58 5.82 -0.176
C 1.85 -3.27 -5.27 -0.653
C 3.30 2.35 0.83 -0.718
C 4.16 -4.33 0.54 -0.402
C 1.30 1.14 5.04 0.393
C -0.11 -2.64 -6.50 -0.768
C 2.57 3.80 -0.93 -0.711
C -2.64 -0.88 3.94 -0.145
C -1.47 1.44 -3.71 -0.809
C -3.61 4.10 2.44 -0.752
C -2.96 3.06 1.78 -0.145
C -2.81 -1.96 1.85 0.562
C 2.08 -3.72 -0.47 0.470
C -1.66 3.21 1.31 -0.227
C -2.56 2.91 -1.63 -0.046
C 2.00 1.89 0.98 -0.418
C 1.12 -3.28 -4.08 -0.071
C -0.84 -2.64 -5.31 -0.463
C 0.97 2.39 0.19 0.521
C -1.66 5.46 2.17 -0.690
C -2.96 5.31 2.63 -0.424
C 3.59 3.30 -0.14 -0.416
C -0.24 -2.97 -4.12 0.834
C 1.18 -3.51 -1.63 0.359
C -3.04 3.09 -2.92 -0.880
C 1.81 1.93 6.12 -0.099
C 3.61 -4.07 1.78 -0.881
C -1.02 4.42 1.52 0.093
C 3.39 -4.17 -0.60 -0.595
C 2.29 -3.64 1.82 -0.220
C -1.53 2.02 -1.35 -0.436
C -2.48 2.35 -3.96 -0.421
C -0.97 1.25 -2.40 0.395
H 1.78 1.14 1.74 0.057
H -2.84 2.49 -4.97 0.326
H 4.61 3.65 -0.27 0.345
H -3.23 -2.48 -0.74 0.286
H -0.60 -2.39 -7.43 0.361
H -1.14 6.40 2.33 0.336
H 4.18 -4.17 2.69 0.444
H -3.46 6.12 3.15 0.318
H -3.46 2.10 1.65 0.415
H -3.20 -0.90 4.87 0.248
H 2.80 4.54 -1.69 0.355
H 2.90 -3.52 -5.24 0.353
H -1.59 -1.10 4.12 0.097
H 1.81 -2.98 -7.39 0.362
H 3.83 -4.42 -1.56 0.346
H 1.81 -3.41 2.76 0.703
H -3.82 3.81 -3.12 0.356
H 2.76 -3.60 -2.92 0.112
H -3.01 3.48 -0.82 0.356
H -2.71 0.10 3.47 -0.013
H -2.17 -3.53 -0.12 0.287
H 0.01 4.55 1.20 0.281
H -1.04 0.85 -4.51 0.442
H -4.07 -3.56 1.67 0.273
H -4.62 3.96 2.81 0.368
H 0.48 3.75 -1.39 0.439
H 5.19 -4.67 0.46 0.398
H -1.89 -2.37 -5.31 0.377
H 4.08 1.96 1.47 0.426


Record 5
81
Properties=species:S:1:pos:R:3:mulliken_charge:R:1 method="wB97M-V/def2-TZVPD" charge=-1 homo_lumo_gap_ev=7.38 homo_ha=-0.1946 spin_multiplicity=1
Bi -0.03 -0.19 -0.59 1.088
Cl -7.29 -0.39 -0.70 -0.272
Cl 6.46 -2.20 -3.17 -0.253
S -2.97 1.59 -1.38 0.675
S 0.78 0.10 1.95 -0.649
O -3.73 2.63 -0.28 -0.407
O -0.33 -1.39 -4.71 -0.713
O -1.09 -0.72 -2.71 -0.705
O 0.77 -2.82 -1.86 -0.497
O 0.34 2.70 -0.06 -0.619
O -2.82 2.38 -2.59 -0.696
N 2.79 0.77 -0.16 0.972
N -1.51 1.53 -0.59 -0.417
N 2.46 1.94 2.95 -0.499
N 3.06 1.39 0.88 -0.632
N 1.68 1.89 4.03 0.279
C -3.26 6.15 0.46 -0.327
C -0.57 -1.57 -3.52 0.569
C -0.20 -2.94 -2.91 -0.849
C 3.72 1.01 -1.21 -0.152
C 4.37 -2.71 -1.52 -0.695
C 2.47 -2.34 -3.52 -0.968
C 1.93 2.71 5.12 0.512
C -1.10 5.13 0.19 -0.479
C -2.95 -1.39 0.11 0.611
C -3.88 4.94 0.20 -0.739
C 1.07 2.65 6.22 -0.490
C 5.93 1.40 -2.05 -0.572
C 5.08 1.18 -0.98 -0.258
C -3.68 -0.60 1.00 -0.223
C -4.92 -1.56 -1.28 -1.095
C -1.87 6.25 0.45 -0.710
C 3.24 4.36 6.28 -0.481
C 4.07 1.30 -3.57 -0.803
C 3.83 -2.20 -3.81 -0.931
C -5.62 -0.77 -0.38 0.556
C 2.58 -3.23 0.17 -1.322
C 1.30 3.45 7.33 -0.457
C -3.59 -1.86 -1.03 0.293
C 3.03 3.58 5.16 -0.344
C 2.08 -2.67 -2.23 1.222
C -5.01 -0.28 0.76 -0.727
C -0.87 2.69 -0.24 0.926
C 5.43 1.47 -3.34 -0.471
C 2.39 4.31 7.37 -0.561
C 3.02 -2.86 -1.21 0.903
C -1.71 3.90 -0.05 0.373
C -3.10 3.82 -0.05 0.289
C 2.15 1.20 1.95 0.184
C 4.76 -2.38 -2.81 0.144
C 3.21 1.06 -2.51 -0.150
C -1.51 -1.67 0.37 -1.894
H 2.15 0.92 -2.68 0.432
H 2.06 -2.41 0.66 0.137
H -1.39 7.20 0.65 0.398
H 5.45 1.12 0.04 0.469
H -3.04 -2.45 -1.75 0.126
H -5.41 -1.92 -2.17 0.412
H 5.11 -2.85 -0.75 0.363
H 4.14 -1.93 -4.81 0.460
H -3.19 -0.20 1.88 0.279
H 0.22 1.98 6.19 0.338
H -1.19 -2.63 -0.03 0.475
H 2.56 4.93 8.24 0.361
H 3.67 1.34 -4.57 0.449
H -0.02 5.17 0.20 0.490
H 1.73 -2.16 -4.29 0.520
H -1.08 -3.37 -2.43 0.473
H 0.17 -3.61 -3.68 0.546
H 3.44 -3.48 0.79 0.411
H 3.69 3.62 4.30 0.402
H 1.90 -4.08 0.15 0.283
H 6.10 1.64 -4.17 0.381
H -4.95 4.84 0.19 0.453
H 7.00 1.51 -1.87 0.363
H 0.62 3.39 8.17 0.334
H -5.56 0.35 1.44 0.410
H 4.10 5.03 6.29 0.340
H -1.28 -1.63 1.44 0.864
H 0.83 1.35 3.99 0.110
H -3.86 7.02 0.66 0.379


Record 6
75
Properties=species:S:1:pos:R:3:mulliken_charge:R:1 method="wB97M-V/def2-TZVPD" s2=6.04 homo_lumo_gap_ev="7.89 / 6.46" homo_ha="-0.2838 / -0.3124" spin_multiplicity=5
Pd 0.69 -0.10 -0.32 0.595
Br 3.46 -3.90 -5.41 -0.178
P 0.04 2.26 0.37 0.924
O 1.11 -2.45 -0.70 -0.485
O -0.52 -1.22 1.30 -0.812
O 1.33 0.48 -2.42 -0.699
O 3.00 0.20 -1.00 -0.582
N 5.46 -0.45 -4.42 -0.616
N -1.71 -1.78 -0.56 -0.533
N -1.09 -0.96 -1.35 0.598
C 1.48 1.99 1.44 1.087
C -4.60 -3.63 1.74 -0.771
C -0.39 4.03 0.63 0.322
C 1.33 -4.48 -1.91 -1.684
C 3.02 -1.59 -3.81 0.341
C -0.50 4.91 -0.44 -0.271
C 4.63 0.15 -3.58 -0.402
C -3.54 0.61 1.28 -0.797
C -1.21 -0.54 -3.75 -1.554
C -2.26 0.47 3.30 -0.882
C -3.14 -3.51 3.64 -0.806
C 1.76 0.62 1.50 -0.568
C 3.70 1.07 2.80 -0.674
C -1.09 6.67 1.07 -0.483
C 2.34 2.91 2.04 -0.693
C 2.82 0.15 2.23 -0.787
C -4.35 -3.88 3.08 -0.446
C 5.12 -1.61 -4.95 -0.071
C -0.85 6.23 -0.21 -0.697
C -2.19 -2.87 2.87 -0.161
C -0.99 5.79 2.14 -0.779
C -1.49 -1.79 0.76 0.194
C -2.46 -2.58 1.53 0.644
C -1.20 1.12 2.69 0.174
C -1.31 1.51 1.36 1.079
C -0.64 4.47 1.92 -0.376
C 3.47 2.43 2.69 -0.657
C 0.76 -3.09 -1.70 1.054
C 3.91 -2.21 -4.66 -0.331
C 2.51 0.17 -2.14 1.121
C 3.39 -0.38 -3.24 -0.214
C -3.66 -2.98 0.96 -0.341
C -2.49 1.25 0.66 -0.892
C -0.06 -2.56 -2.75 -0.931
C -0.77 -1.38 -2.59 0.427
C -3.42 0.21 2.60 -0.366
H 1.11 -5.09 -1.04 0.444
H -2.56 1.55 -0.38 0.425
H 2.07 -2.03 -3.55 0.259
H -0.30 4.55 -1.44 0.432
H -1.24 -2.55 3.27 0.476
H -0.93 6.91 -1.04 0.399
H -1.29 -1.14 -4.65 0.430
H -5.54 -3.93 1.29 0.426
H 3.00 -0.91 2.33 0.512
H -4.44 0.39 0.73 0.410
H 0.94 -4.95 -2.81 0.376
H -0.46 0.24 -3.91 0.282
H 4.18 3.13 3.10 0.409
H -2.16 -0.06 -3.53 0.372
H -0.01 -3.03 -3.72 0.516
H -0.57 3.78 2.75 0.370
H 4.97 1.08 -3.16 0.461
H -4.23 -0.32 3.09 0.450
H 2.13 3.97 1.98 0.485
H -1.18 6.14 3.15 0.409
H 4.57 0.72 3.33 0.398
H -0.28 1.29 3.23 0.371
H -1.36 7.70 1.25 0.401
H -3.85 -2.75 -0.07 0.488
H 5.85 -2.07 -5.60 0.371
H -5.11 -4.37 3.68 0.417
H 2.41 -4.41 -1.98 0.380
H -2.16 0.15 4.33 0.388
H -2.94 -3.72 4.67 0.421


ΔE to the lowest compared entry with this formula, charge and spin? In order: 1.223, 0.316, 4.959, 0.967, 0.000, 2.070 eV.